(1)
Below is C45H79BN8O6 as an isolated structure at a distorted geometry, with properties calculated with ωB97M-V/def2-TZVPD.

Element x y z (Å)
1 C -3.315 0.722 1.138
2 B -2.191 1.833 0.579
3 O -2.220 3.186 1.165
4 C -1.137 1.411 -0.605
5 O 0.167 2.115 -0.438
6 C 0.141 3.455 -1.037
7 C 1.636 4.041 -1.456
8 C 1.478 4.883 -2.892
9 C 2.757 2.880 -1.737
10 C 2.267 1.730 -2.842
11 C 3.386 2.197 -0.371
12 O -0.743 0.032 -0.159
13 C -0.307 -0.829 -1.269
14 O 0.484 -1.931 -1.237
15 O -0.974 -0.275 -2.457
16 C -1.637 1.018 -2.102
17 C -3.198 0.799 -2.485
18 C -3.501 -0.953 -2.652
19 C -3.430 -1.525 -4.281
20 O -4.810 -1.341 -3.395
21 H -4.426 1.130 1.061
22 H -3.053 0.540 2.287
23 H -3.236 -0.294 0.546
24 H -2.148 3.156 2.171
25 H -0.284 4.235 -0.241
26 H -0.528 3.570 -1.989
27 H 1.952 4.817 -0.633
28 H 0.693 4.375 -3.614
29 H 2.511 4.860 -3.484
30 H 1.158 6.006 -2.708
31 H 3.679 3.423 -2.268
32 H 1.903 0.757 -2.291
33 H 1.465 2.152 -3.602
34 H 3.240 1.453 -3.467
35 H 2.801 1.171 -0.224
36 H 4.519 1.921 -0.474
37 H 3.175 2.822 0.608
38 H -1.187 1.720 -2.949
39 H -3.992 1.194 -1.728
40 H -3.434 1.181 -3.584
41 H -3.046 -1.699 -1.750
42 H -2.681 -2.356 -3.859
43 H -4.082 -2.329 -4.788
44 C 5.513 -3.914 -1.475
45 C 4.753 -2.986 -0.533
46 C 3.736 -2.103 -1.259
47 C 4.450 -1.225 -2.273
48 N 5.042 -0.496 -3.114
49 H 6.105 -3.353 -2.204
50 H 6.206 -4.544 -0.909
51 H 4.824 -4.569 -2.020
52 H 5.474 -2.357 0.004
53 H 4.231 -3.590 0.218
54 H 3.209 -1.467 -0.540
55 H 2.992 -2.719 -1.776
56 C 0.425 9.938 -1.459
57 C -0.080 9.043 -0.332
58 C 1.022 8.645 0.651
59 C 2.108 7.873 -0.080
60 N 3.009 7.232 -0.686
61 H 1.174 9.429 -2.075
62 H -0.401 10.220 -2.120
63 H 0.872 10.856 -1.061
64 H -0.531 8.144 -0.769
65 H -0.872 9.570 0.212
66 H 0.607 8.017 1.446
67 H 1.463 9.534 1.116
68 C 0.963 0.594 4.412
69 C 0.301 -0.753 4.683
70 C -0.028 -1.523 3.403
71 C -0.994 -0.715 2.552
72 N -1.795 -0.044 1.846
73 H 0.303 1.263 3.850
74 H 1.206 1.095 5.354
75 H 1.891 0.468 3.843
76 H -0.614 -0.588 5.264
77 H 0.971 -1.359 5.303
78 H -0.487 -2.486 3.651
79 H 0.882 -1.720 2.827
80 C -0.385 -5.570 5.587
81 C 0.759 -5.499 6.593
82 C 1.418 -4.119 6.650
83 C 1.997 -3.771 5.289
84 N 2.478 -3.481 4.159
85 H -0.037 -5.389 4.565
86 H -0.843 -6.564 5.602
87 H -1.161 -4.833 5.823
88 H 1.508 -6.258 6.333
89 H 0.375 -5.754 7.587
90 H 2.221 -4.117 7.394
91 H 0.686 -3.356 6.937
92 C 6.149 6.529 -5.424
93 C 6.316 5.193 -4.708
94 C 5.669 4.029 -5.462
95 C 4.176 4.277 -5.604
96 N 2.937 4.482 -5.721
97 H 5.095 6.811 -5.514
98 H 6.651 7.325 -4.865
99 H 6.583 6.493 -6.430
100 H 5.883 5.272 -3.704
101 H 7.385 4.988 -4.583
102 H 5.828 3.093 -4.916
103 H 6.113 3.921 -6.458
104 C -6.076 -5.180 -3.007
105 C -6.269 -4.072 -1.977
106 C -6.200 -4.581 -0.535
107 C -7.297 -5.606 -0.300
108 N -8.208 -6.457 -0.104
109 H -6.867 -5.934 -2.942
110 H -6.104 -4.766 -4.020
111 H -5.111 -5.680 -2.869
112 H -7.237 -3.588 -2.154
113 H -5.496 -3.310 -2.125
114 H -6.331 -3.748 0.163
115 H -5.227 -5.042 -0.336
116 C 6.246 -4.209 7.794
117 C 6.052 -3.101 8.824
118 C 6.121 -3.610 10.265
119 C 5.024 -4.635 10.501
120 N 4.114 -5.486 10.696
121 H 5.455 -4.964 7.858
122 H 6.217 -3.796 6.781
123 H 7.211 -4.709 7.932
124 H 5.084 -2.617 8.646
125 H 6.826 -2.339 8.676
126 H 5.991 -2.777 10.964
127 H 7.095 -4.071 10.464
128 C -11.406 -2.847 -5.201
129 C -10.298 -2.764 -4.155
130 C -8.898 -2.746 -4.772
131 C -8.670 -4.022 -5.565
132 N -8.481 -5.081 -6.223
133 H -11.348 -3.774 -5.779
134 H -12.388 -2.828 -4.716
135 H -11.353 -2.002 -5.897
136 H -10.392 -3.616 -3.471
137 H -10.439 -1.855 -3.560
138 H -8.142 -2.672 -3.984
139 H -8.782 -1.883 -5.437

- energy (a.u.) = -2675.54210
- M (g/mol) = 838.99
- HOMO level (eV) = -8.554
- orbital gap (eV) = 8.176
- LUMO energy (eV) = -0.38

These are the Mulliken partial charges, in e, on atoms 1 to 2: atom 1 (C): -0.6579, atom 2 (B): 0.4165

(2)
Below is CBrClFI as an isolated structure at a distorted geometry, with properties calculated with ωB97M-V/def2-TZVPD.

Element x y z (Å)
1 C 0.220 -0.111 0.058
2 F 0.790 -1.145 -0.492
3 Cl -1.294 0.546 -1.548
4 Br 1.385 1.296 0.364
5 I -1.101 -0.586 1.619

- energy (a.u.) = -3469.80582
- M (g/mol) = 273.27
- HOMO level (eV) = -10.085
- orbital gap (eV) = 8.556
- LUMO energy (eV) = -1.53

These are the Mulliken partial charges, in e, on atoms 1 to 2: atom 1 (C): 0.0159, atom 2 (F): -0.0805

(3)
Below is a 2-piece molecular cluster, C25H36F4IN2O11P3S overall at a distorted geometry, with properties calculated with ωB97M-V/def2-TZVPD.

Element x y z (Å)
1 C 1.311 7.678 -0.835
2 C 0.847 6.137 -1.177
3 C 2.089 5.098 -1.449
4 C 2.004 3.706 -0.537
5 C 0.827 2.671 -1.096
6 C -0.270 2.387 0.092
7 C -0.947 0.877 0.042
8 I -1.889 1.026 -1.997
9 O 0.118 -0.064 -0.125
10 C 0.460 -0.606 1.171
11 F 0.923 0.419 2.185
12 O 1.731 -1.387 0.976
13 C 2.777 -0.589 0.359
14 C 4.235 -0.834 1.141
15 C -0.774 -1.572 1.772
16 C -0.215 -1.708 3.326
17 C -0.653 -2.967 4.230
18 C 0.659 -3.698 4.970
19 O 1.534 -3.050 5.745
20 O 0.899 -5.156 4.713
21 C -0.528 -3.046 1.183
22 C -0.426 -3.471 -0.349
23 C -1.368 -4.787 -0.816
24 C -1.419 -5.408 -2.325
25 C -0.489 -4.804 -3.532
26 C 0.468 -3.526 -3.146
27 C 1.475 -2.872 -4.302
28 C 0.462 -2.908 -1.592
29 N -2.172 -0.931 1.601
30 N -2.545 -1.332 0.343
31 C -3.472 -2.187 0.039
32 O -4.489 -3.098 0.052
33 C -3.150 -1.256 2.675
34 F -2.946 -0.809 4.070
35 F -4.561 -0.747 2.482
36 F -3.402 -2.728 2.916
37 C -2.077 0.581 1.233
38 P -1.941 1.770 2.739
39 S -3.742 2.258 3.448
40 P -3.538 1.343 0.326
41 O -4.912 0.547 -0.109
42 O -3.646 3.023 0.244
43 H 0.533 8.386 -1.386
44 H 2.375 7.967 -1.228
45 H 1.220 7.911 0.317
46 H 0.122 5.761 -0.317
47 H 0.224 6.183 -2.188
48 H 3.073 5.648 -1.102
49 H 2.179 4.843 -2.588
50 H 1.830 4.061 0.565
51 H 3.054 3.149 -0.551
52 H 1.279 1.724 -1.605
53 H 0.264 3.272 -1.961
54 H -1.077 3.260 -0.028
55 H 0.278 2.631 1.109
56 H 2.978 -0.970 -0.755
57 H 2.608 0.559 0.284
58 H 5.064 -1.001 0.299
59 H 4.583 0.109 1.749
60 H 4.229 -1.832 1.773
61 H 0.979 -1.791 3.372
62 H -0.422 -0.737 3.988
63 H -1.263 -3.828 3.767
64 H -1.299 -2.556 5.147
65 H 0.026 -5.581 4.460
66 H 0.433 -3.509 1.726
67 H -1.424 -3.696 1.641
68 H -2.075 -5.307 -0.006
69 H -2.141 -6.315 -2.556
70 H -0.484 -5.257 -4.617
71 H 1.683 -1.730 -4.127
72 H 2.535 -3.413 -4.207
73 H 1.110 -3.120 -5.405
74 H 1.188 -2.027 -1.412
75 H -1.366 3.056 2.474
76 H -1.254 1.241 3.882
77 H -5.739 1.110 -0.035
78 H -3.052 3.568 0.827
79 O 1.340 1.492 -7.570
80 P 2.100 0.849 -6.398
81 O 2.219 -0.665 -6.634
82 O 1.336 1.107 -5.089
83 O 3.506 1.465 -6.300

- total charge = -2
- energy (a.u.) = -4029.72733
- M (g/mol) = 868.45
- HOMO level (eV) = 0.029
- orbital gap (eV) = 1.608
- LUMO energy (eV) = 1.64

These are the Mulliken partial charges, in e, on atoms 1 to 2: atom 1 (C): -0.9558, atom 2 (C): -0.0639